# C12H14I2N2Pd

A molecular structure, C12H14I2N2Pd at a distorted geometry (ωB97M-V with the def2-TZVPD basis set, the Open Molecules 2025 dataset).

```
31
Properties=species:S:1:pos:R:3:mulliken_charge:R:1
C 3.59347 4.21799 1.84263 -0.600
C 4.77727 3.31939 1.47233 -0.810
H 3.26997 4.82049 0.98683 0.245
H 3.85647 4.90629 2.65333 0.257
H 2.73447 3.62509 2.17553 0.088
H 4.47097 2.52299 0.78523 0.258
H 5.57257 3.89259 0.98333 0.269
H 5.20787 2.84459 2.36063 0.250
C -2.80353 1.02999 0.02613 -0.150
C -4.01383 0.96369 -0.65437 -0.727
C -4.26483 -0.13511 -1.47467 -0.502
C -3.29693 -1.12661 -1.58427 -0.483
H -2.54253 1.85739 0.68193 0.089
H -4.74013 1.76129 -0.53867 0.356
H -5.19893 -0.22051 -2.02117 0.371
H -3.47313 -1.98891 -2.21707 0.210
N -1.86593 0.07419 -0.07707 0.141
C -2.09883 -1.00121 -0.87317 0.442
C -1.01683 -1.99691 -0.92517 0.375
N 0.08867 -1.72201 -0.17117 0.072
C 1.11147 -2.59831 -0.17987 -0.394
C -0.02933 -4.06181 -1.69497 -0.446
C 1.09377 -3.77061 -0.92147 -0.657
H 1.96177 -2.32921 0.43633 0.369
H 1.94847 -4.43761 -0.88777 0.322
C -1.08873 -3.16361 -1.69187 -0.547
H -1.97333 -3.36651 -2.28427 0.200
H -0.07973 -4.96931 -2.28807 0.373
Pd 0.03537 0.04199 0.90543 -0.100
I -0.17493 2.26989 2.19313 -0.629
I -1.06113 -1.25961 2.98243 -0.642
```

Values from the calculation:
**Molar mass**: 546.49 u
**LUMO energy (alpha / beta)**: 5.2 / 5.2 eV
**Charge**: -2